Entry 1:
Entry from the Open Molecules 2025 dataset: a 2-piece molecular cluster, C9H14O overall (ωB97M-V/def2-TZVPD).

XYZ file:
```
24
Properties=species:S:1:pos:R:3:nbo_charge:R:1
C 2.45 0.36 0.84 -0.046
C 3.98 0.50 1.23 -0.639
O 2.13 -0.80 0.16 -0.763
H 1.73 0.36 1.65 0.160
H 2.23 1.11 0.15 0.153
H 4.16 1.48 1.77 0.230
H 2.50 -0.98 -0.72 0.482
H 4.42 0.55 0.18 0.207
H 4.34 -0.38 1.81 0.228
C -0.87 -1.62 -1.75 -0.654
C -1.59 0.81 1.14 -0.228
C -0.96 -0.19 0.36 -0.086
C -2.78 1.32 0.59 0.004
C -1.37 -0.47 -0.92 0.183
C -3.25 0.95 -0.70 -0.136
C -2.56 0.03 -1.39 -0.214
H -1.29 1.08 2.15 0.262
H -0.32 -0.89 0.97 0.276
H -3.45 1.97 1.25 0.253
H -4.30 1.16 -1.02 0.260
H -1.40 -1.75 -2.65 0.249
H -1.02 -2.51 -1.04 0.291
H -3.01 -0.41 -2.35 0.251
H 0.22 -1.68 -1.72 0.278
```

molecular weight	138.21	g/mol
⟨S²⟩	0.77
E_HOMO (alpha / beta)	-0.4879 / -0.4874	Eh
E	-426.193204	Ha
total charge	+1
relative energy (zero: lowest compared OMol25 entry of this formula, charge and spin)	2.260	eV
frontier orbital gap (alpha / beta)	9.2 / 5.1	eV
spin multiplicity	2

=====

Entry 2:
Entry from the Open Molecules 2025 dataset: C41H51BeN7O2P2S as an isolated structure (ωB97M-V/def2-TZVPD).

XYZ file:
```
105
Properties=species:S:1:pos:R:3:mulliken_charge:R:1
Be -0.39 -0.81 -0.11 -2.033
O -3.02 -0.32 1.59 -0.663
C -2.11 0.49 1.39 0.384
O -0.93 0.28 0.80 0.729
C -2.34 1.94 1.86 -0.776
P -3.50 2.65 0.58 0.166
C -5.10 2.07 1.33 0.868
C -5.95 1.67 0.30 -0.549
C -6.99 0.85 0.57 -0.599
C -7.33 0.43 1.86 -0.636
C -6.52 0.86 2.90 -0.762
C -5.42 1.74 2.67 -0.244
C -3.79 4.44 1.04 0.431
C -4.41 4.99 2.18 -0.223
C -4.41 6.35 2.47 -0.583
C -3.98 7.24 1.47 -0.399
C -3.44 6.74 0.29 -0.403
C -3.36 5.37 0.06 -0.354
H -1.41 2.50 1.85 0.458
H -2.74 1.98 2.89 0.383
H -5.94 2.19 -0.67 0.349
H -7.64 0.56 -0.19 0.467
H -8.21 -0.12 2.12 0.415
H -6.75 0.53 3.93 0.299
H -4.83 2.14 3.49 0.297
H -4.85 4.30 2.95 0.041
H -4.80 6.59 3.43 0.437
H -3.98 8.34 1.68 0.295
H -2.98 7.34 -0.50 0.340
H -3.04 4.94 -0.92 0.314
N -2.46 -2.00 -3.32 -0.058
C -2.66 -1.04 -4.35 0.227
C -3.47 -1.32 -5.52 -0.716
C -3.87 -0.28 -6.34 -0.462
C -3.39 0.99 -6.05 -0.485
C -2.56 1.27 -4.98 -0.604
C -2.10 0.22 -4.18 0.366
S -0.68 0.37 -3.19 -0.217
N -1.14 -0.64 -1.87 0.159
C -1.87 -1.70 -2.18 0.132
C -1.99 -2.67 -1.06 0.991
C -2.56 -3.94 -1.19 -1.127
C -2.45 -4.78 -0.07 -0.525
C -1.99 -4.29 1.17 -1.068
C -1.56 -2.99 1.15 -0.048
N -1.40 -2.26 0.06 0.723
H -3.10 -2.79 -3.30 0.168
H -3.84 -2.32 -5.62 0.414
H -4.66 -0.53 -7.03 0.365
H -3.78 1.84 -6.65 0.300
H -2.29 2.27 -4.64 0.415
H -3.03 -4.28 -2.13 0.386
H -2.68 -5.88 -0.19 0.338
H -1.96 -4.83 2.11 0.452
H -1.19 -2.45 2.04 0.473
N 1.14 -1.14 0.00 1.070
P 2.59 -0.93 0.25 -1.808
N 3.14 -1.02 1.83 0.955
C 2.40 -1.95 2.68 -0.160
C 2.30 -1.47 4.14 -0.818
C 3.65 -1.19 4.76 -0.816
C 4.49 -0.31 3.88 -0.857
C 4.47 -0.62 2.35 -0.097
N 3.56 -2.13 -0.46 0.971
C 2.93 -2.84 -1.56 0.148
C 3.33 -4.31 -1.62 -0.938
C 4.84 -4.45 -1.93 -0.610
C 5.65 -3.43 -1.06 -0.940
C 4.89 -2.62 0.02 -0.443
N 3.27 0.53 -0.34 0.870
C 2.73 1.83 0.03 -0.257
C 3.37 3.10 -0.58 -0.799
C 4.84 3.03 -1.01 -0.752
C 5.32 1.54 -1.02 -0.707
C 4.26 0.56 -1.37 0.110
H 2.98 -2.89 2.62 0.347
H 1.41 -2.17 2.26 -0.208
H 1.76 -2.24 4.69 0.455
H 1.61 -0.61 4.14 0.232
H 4.14 -2.15 4.92 0.318
H 3.54 -0.75 5.76 0.366
H 5.54 -0.30 4.22 0.381
H 4.08 0.67 4.01 0.359
H 5.24 -1.40 2.18 0.252
H 4.85 0.33 1.88 -0.244
H 3.22 -2.28 -2.48 0.138
H 1.83 -2.73 -1.43 -0.325
H 2.75 -4.81 -2.40 0.452
H 3.07 -4.82 -0.66 0.258
H 4.95 -4.32 -3.01 0.335
H 5.14 -5.53 -1.69 0.252
H 5.97 -2.65 -1.79 0.175
H 6.52 -3.91 -0.65 0.523
H 5.50 -1.77 0.23 0.257
H 4.67 -3.14 1.02 0.277
H 2.68 1.88 1.12 0.380
H 1.65 1.95 -0.23 -0.126
H 3.02 3.97 0.05 0.438
H 2.76 3.22 -1.54 0.221
H 5.48 3.61 -0.31 0.264
H 4.96 3.49 -1.99 0.362
H 5.82 1.12 -0.10 0.183
H 6.09 1.47 -1.80 0.429
H 4.75 -0.46 -1.60 -0.193
H 3.73 0.78 -2.37 0.271
```

molecular weight	776.93	g/mol
E_HOMO	-0.2648	Eh
E	-3222.430857	Ha
total charge	0
frontier orbital gap	6.6	eV

=====

Entry 3:
Entry from the Open Molecules 2025 dataset: a 2-piece molecular cluster, C5H9FO2 overall (ωB97M-V/def2-TZVPD).

XYZ file:
```
17
Properties=species:S:1:pos:R:3:nbo_charge:R:1
C -1.73 -0.70 0.19 -0.633
C -0.51 -0.32 -0.53 0.241
C 0.00 1.06 0.15 0.071
C 0.94 0.16 0.98 -0.473
C 0.77 -0.96 0.00 0.064
H -1.75 -1.86 0.45 0.243
H -2.44 -0.21 -0.70 0.253
H -1.65 0.28 1.31 0.217
H -0.75 1.63 0.87 0.159
H -0.08 2.01 -1.52 0.482
H 2.16 0.35 0.82 0.235
H 0.61 -0.02 2.04 0.240
H 0.46 -1.95 0.54 0.165
H 2.03 -0.16 -1.15 0.472
O 0.58 2.06 -0.71 -0.712
O 1.85 -1.13 -0.88 -0.679
F -0.50 -0.24 -1.87 -0.345
```

molecular weight	120.12	g/mol
E_HOMO	-0.3710	Eh
E	-446.084715	Ha
total charge	0
relative energy (zero: lowest compared OMol25 entry of this formula, charge and spin)	4.843	eV
frontier orbital gap	10.7	eV

=====

Entry 4:
Entry from the Open Molecules 2025 dataset: C22H23N5PtS as an isolated structure (ωB97M-V/def2-TZVPD).

XYZ file:
```
52
Properties=species:S:1:pos:R:3:nbo_charge:R:1
Pt 1.17 -0.20 -1.03 0.815
N 3.99 1.16 1.94 -0.800
C 3.05 0.56 1.14 0.256
S 3.45 0.17 -0.47 -0.262
N 1.90 0.31 1.74 -0.423
N 0.98 -0.30 0.91 -0.213
C -0.04 -0.85 1.53 0.149
C -0.19 -0.76 3.01 -0.083
C 0.74 -1.33 3.87 -0.161
C 0.57 -1.25 5.24 -0.214
C -0.53 -0.58 5.77 -0.209
C -1.46 -0.01 4.92 -0.234
C -1.29 -0.10 3.55 -0.150
C -1.03 -1.53 0.71 0.154
C -2.18 -2.11 1.28 -0.224
C -3.11 -2.72 0.47 -0.173
C -2.89 -2.73 -0.91 -0.262
C -1.73 -2.16 -1.39 0.057
N -0.79 -1.61 -0.61 -0.477
H 4.75 1.62 1.47 0.393
H 3.64 1.60 2.77 0.396
H 1.61 -1.84 3.46 0.223
H 1.30 -1.70 5.90 0.214
H -0.66 -0.51 6.85 0.213
H -2.31 0.52 5.32 0.213
H -2.01 0.36 2.88 0.209
H -2.32 -2.07 2.35 0.234
H -3.98 -3.18 0.90 0.219
H -3.59 -3.19 -1.59 0.221
H -1.53 -2.18 -2.45 0.183
C 2.74 0.14 -3.53 -0.416
N 1.32 0.03 -3.11 -0.409
C 0.76 -1.17 -3.76 -0.415
C 0.58 1.25 -3.62 -0.232
C -0.29 1.86 -2.56 -0.138
C -1.17 2.90 -2.87 -0.210
C -1.92 3.49 -1.86 -0.238
C -1.79 3.03 -0.56 -0.204
C -0.92 1.98 -0.26 -0.287
C -0.16 1.38 -1.26 -0.200
H 2.78 0.23 -4.62 0.184
H 3.27 -0.76 -3.22 0.221
H 3.19 1.01 -3.07 0.231
H 0.93 -1.12 -4.84 0.189
H -0.31 -1.19 -3.58 0.209
H 1.22 -2.06 -3.35 0.222
H 0.01 0.96 -4.50 0.200
H 1.34 1.96 -3.96 0.211
H -1.26 3.26 -3.89 0.201
H -2.60 4.30 -2.09 0.208
H -2.37 3.49 0.24 0.205
H -0.84 1.64 0.76 0.204
```

molecular weight	584.61	g/mol
E_HOMO (alpha / beta)	-0.2210 / -0.2208	Eh
E	-1643.393034	Ha
total charge	0
relative energy (zero: lowest compared OMol25 entry of this formula, charge and spin)	0.000	eV
frontier orbital gap (alpha / beta)	6.0 / 6.0	eV

=====

Question: What is the formula in the first record?
Answer: C9H14O